No. 1
Formula: C5H7NO
Source: OMol25
Level of theory: ωB97M-V/def2-TZVPD

XYZ file:
```
14
Properties=species:S:1:pos:R:3:forces:R:3:mulliken_charge:R:1
C -1.8128 0.1143 0.5679 -0.1400 -0.0055 0.0477 -0.8380
N -0.4604 -0.1617 0.1382 0.1770 0.0828 -0.0433 0.1499
C 0.0785 -1.3929 -0.1816 -0.0003 -0.0555 -0.0075 -0.3020
C 1.3826 -1.2065 -0.5492 -0.0229 -0.0437 0.0036 -0.6059
C 1.6682 0.1900 -0.4503 0.0008 0.0697 0.0109 -0.5765
C 0.5045 0.7840 -0.0303 -0.0357 -0.2798 -0.0369 0.4064
O 0.1555 2.0721 0.2361 0.1479 0.0925 -0.0956 -0.5139
H -2.3435 0.7235 -0.1703 0.0723 -0.0820 0.0977 0.2830
H -1.8117 0.6464 1.5235 -0.0134 -0.0782 -0.1314 0.2989
H -2.3379 -0.8350 0.6907 0.0776 0.1388 -0.0213 0.2985
H -0.5274 -2.2863 -0.1178 0.1146 0.1398 0.0009 0.3241
H 2.0724 -1.9821 -0.8549 -0.1272 0.1254 0.0579 0.3882
H 2.6099 0.6857 -0.6473 -0.1649 -0.0649 0.0176 0.3537
H 0.8221 2.6485 -0.1548 -0.0857 -0.0393 0.0997 0.3336
```
Forces are in eV/Å.

Computed properties:
* 2S+1: 1
* E_tot: -8835.5655 eV
* HOMO level: -7.7 eV
* LUMO: 0.79 eV
* F_max: 0.3 eV Å⁻¹
* charge: 0
* energy relative to the best compared isomer or geometry (same formula, charge and spin): 14.7 kcal/mol

No. 2
Formula: C5H7NO
Source: OMol25
Level of theory: ωB97M-V/def2-TZVPD

XYZ file:
```
14
Properties=species:S:1:pos:R:3:forces:R:3:mulliken_charge:R:1
C -1.4078 -0.5116 -1.3537 -0.0207 -0.0288 -0.0499 -1.0714
C -0.7068 -0.5715 -0.0168 -0.0331 -0.3280 0.1060 0.4784
O -0.9436 -1.4113 0.8168 0.0058 0.5166 -0.3200 -0.5219
C 0.4164 0.4715 0.1974 0.0243 0.0064 0.0466 0.5500
C 0.8252 0.5967 1.6636 0.0129 0.0149 0.0396 -1.4202
C 1.5013 0.0338 -0.6983 0.6607 -0.3986 -0.7206 0.1304
N 2.2767 -0.3784 -1.4534 -0.7365 0.5025 0.8548 -0.4357
H -2.4899 -0.4971 -1.1956 0.1502 -0.0452 -0.0218 0.3621
H -1.1518 -1.4211 -1.9080 -0.0973 0.1422 0.0612 0.2867
H -1.1048 0.3593 -1.9433 -0.0717 -0.1839 0.1035 0.3030
H 0.0589 1.4353 -0.1915 0.0723 -0.1650 0.0787 0.2866
H 0.9954 -0.3896 2.1022 0.0205 0.1669 -0.1190 0.3137
H 1.7237 1.2100 1.7695 -0.1291 -0.1055 -0.0237 0.3884
H 0.0072 1.0741 2.2110 0.1417 -0.0944 -0.0357 0.3499
```
Forces are in eV/Å.

Computed properties:
* 2S+1: 1
* E_tot: -8835.6407 eV
* HOMO level: -10.3 eV
* LUMO: 0.64 eV
* F_max: 1.2 eV Å⁻¹
* charge: 0
* energy relative to the best compared isomer or geometry (same formula, charge and spin): 13.0 kcal/mol